Below is an isolated molecule of C2H4N4O2, with properties calculated with the ωB97M-V functional and the def2-TZVPD basis.

The spin multiplicity is 1. As for the SMILES: Nc1n[nH]n(O)c1=O. The relative energy (zero: lowest compared OMol25 entry of this formula, charge and spin) is 270.0 kJ/mol. Its LUMO energy is 0.56 eV.

XYZ file:
```
12
Properties=species:S:1:pos:R:3:nbo_charge:R:1
C 0.68 -0.03 0.28 0.528
N -1.47 -0.23 -0.41 -0.276
N -0.60 -0.14 -1.58 -0.286
O 1.61 0.16 1.10 -0.615
H 2.30 0.51 -1.81 0.486
N 0.65 0.12 -1.09 -0.011
O 1.55 1.05 -1.56 -0.500
H -0.94 0.40 -2.34 0.391
H -0.26 -0.32 2.59 0.414
H -1.85 -0.60 2.29 0.393
N -0.97 -0.62 1.90 -0.779
C -0.69 -0.29 0.63 0.253
```